{"formula": "C21H50FN8O6P3", "method": "wB97M-V/def2-TZVPD", "species": ["C", "O", "C", "C", "C", "N", "C", "C", "N", "C", "C", "C", "F", "P", "O", "O", "O", "H", "H", "H", "H", "H", "H", "H", "H", "H", "H", "H", "H", "H", "H", "C", "N", "C", "P", "O", "N", "C", "C", "N", "C", "C", "H", "H", "H", "H", "H", "H", "H", "H", "H", "H", "H", "H", "H", "H", "H", "H", "H", "H", "C", "N", "C", "P", "O", "N", "C", "C", "N", "C", "C", "H", "H", "H", "H", "H", "H", "H", "H", "H", "H", "H", "H", "H", "H", "H", "H", "H", "H"], "xyz": [[-4.65520, 0.97971, 4.03529], [-3.25115, 1.03675, 3.87367], [-2.83665, 0.21568, 2.81543], [-1.34638, 0.47327, 2.52793], [-0.96576, -0.54131, 1.53266], [-0.70846, -1.26465, 0.67689], [-0.42060, 0.26129, 3.78011], [-0.87676, -1.00062, 4.38834], [-1.20746, -2.03909, 4.75020], [-0.51097, 1.37381, 4.86733], [0.80557, 1.78192, 5.50792], [1.98238, 1.98025, 4.56718], [1.12601, 0.88563, 6.52865], [-1.16576, 2.14205, 1.71438], [-0.12907, 2.98770, 2.30023], [-2.55600, 2.94891, 1.75464], [-0.80827, 1.85412, 0.18257], [-5.11019, 1.80805, 3.48096], [-5.08781, 0.05379, 3.65290], [-4.93119, 1.10319, 5.07897], [-3.07084, -0.84175, 2.95584], [-3.38938, 0.54025, 1.91969], [0.59119, 0.05318, 3.42511], [-1.05862, 2.23317, 4.49866], [-1.12732, 0.96772, 5.66861], [0.62328, 2.74413, 5.99302], [2.69142, 1.17073, 4.75713], [1.70001, 1.89707, 3.52431], [2.49908, 2.92495, 4.70938], [-2.88266, 3.07888, 0.85486], [-1.59991, 1.67657, -0.34851], [3.50232, -0.82206, -0.63987], [3.18548, -0.52750, 0.73613], [2.65681, 0.81541, 0.88719], [4.00162, -1.05734, 2.13519], [2.83544, -1.23468, 3.07491], [4.49675, -2.72716, 2.04038], [3.83028, -3.62614, 1.10729], [4.55847, -3.34996, 3.36200], [5.60695, -0.47194, 1.65109], [6.55725, -1.32751, 0.96891], [6.28978, 0.23927, 2.74911], [4.36223, -0.24499, -1.01663], [2.64055, -0.57668, -1.26463], [3.69214, -1.87925, -0.80320], [3.42504, 1.58917, 0.73260], [2.24582, 0.94372, 1.88705], [1.83974, 0.98671, 0.18432], [2.73715, -3.53399, 1.12893], [4.09136, -4.66054, 1.33604], [4.18243, -3.46610, 0.08687], [3.57141, -3.65091, 3.72775], [4.98619, -2.66332, 4.09640], [5.20359, -4.23074, 3.32450], [6.95623, -2.12657, 1.60034], [7.39258, -0.70191, 0.64083], [6.13340, -1.77087, 0.06994], [6.61644, -0.44599, 3.54217], [5.61577, 0.97527, 3.19729], [7.16075, 0.78193, 2.37888], [-1.03837, 0.53291, -6.07921], [-1.52197, -0.02639, -4.83840], [-0.71686, -1.17047, -4.43073], [-3.14386, -0.12536, -4.31555], [-2.96721, 0.09806, -2.84018], [-4.05809, 1.32339, -4.67625], [-3.36175, 2.57982, -4.91194], [-5.13647, 1.53627, -3.71523], [-3.75714, -0.96156, -5.75501], [-4.32992, -0.23718, -6.87301], [-4.63745, -2.09396, -5.40433], [-1.20334, -0.12997, -6.94307], [0.03660, 0.70668, -5.99854], [-1.47675, 1.50289, -6.29509], [-0.87789, -2.03655, -5.09066], [-0.96277, -1.47041, -3.41056], [0.34395, -0.91688, -4.44092], [-2.57414, 2.77976, -4.17306], [-4.07035, 3.40933, -4.88972], [-2.92735, 2.60902, -5.91173], [-4.78026, 1.98178, -2.77899], [-5.62695, 0.59317, -3.46432], [-5.89412, 2.19222, -4.14950], [-5.29169, 0.22998, -6.64345], [-4.48259, -0.95066, -7.68763], [-3.65316, 0.52475, -7.25448], [-5.60389, -1.75577, -5.00899], [-4.16231, -2.71830, -4.64243], [-4.82040, -2.72731, -6.27310]], "forces_ev_per_angstrom": [[-0.4, 0.6, -0.2], [0.2, -0.7, 0.4], [-0.5, 0.9, -0.6], [-0.2, -0.5, 0.0], [0.0, 0.1, -0.5], [0.0, 0.0, 0.3], [-0.7, 0.1, 0.5], [0.4, -0.4, -0.4], [-0.1, 0.2, 0.2], [0.0, -0.7, 0.1], [-0.2, 1.2, -0.4], [0.4, -0.8, 0.1], [0.1, -0.2, -0.1], [1.4, 1.4, 0.4], [0.4, -0.5, 0.4], [-0.1, -1.0, -0.7], [-1.1, 0.1, 0.1], [0.0, 0.0, -0.1], [0.1, -0.2, 0.1], [0.2, -0.1, 0.1], [0.3, -0.1, 0.3], [0.0, -0.3, -0.1], [0.1, 0.3, 0.1], [0.3, 0.2, -0.1], [-0.1, 0.1, 0.1], [-0.1, -0.1, 0.3], [0.1, 0.0, 0.0], [-0.2, 0.3, 0.0], [-0.1, 0.1, 0.1], [-0.3, 0.2, 0.2], [0.4, -0.4, -0.4], [0.6, 0.1, -0.2], [-0.5, -0.4, 0.1], [-0.1, 0.2, 0.2], [-1.1, -4.4, -3.9], [1.6, 2.7, 1.5], [0.1, -0.2, -0.5], [-0.1, 0.1, -0.2], [0.0, 0.2, 0.2], [-0.3, 1.9, 2.7], [0.0, -0.6, -0.2], [-0.2, 0.2, 0.0], [0.0, 0.0, 0.0], [-0.1, 0.1, 0.1], [0.1, 0.1, 0.1], [-0.1, 0.0, -0.1], [0.0, 0.0, 0.0], [0.0, -0.1, -0.1], [0.0, 0.0, 0.0], [0.0, 0.0, 0.2], [-0.1, 0.0, 0.0], [0.0, 0.1, 0.0], [0.0, 0.0, 0.0], [0.0, 0.0, -0.1], [0.0, 0.0, 0.0], [-0.1, 0.2, 0.1], [-0.1, -0.1, 0.1], [0.1, 0.1, 0.0], [0.0, 0.0, 0.0], [0.0, 0.0, -0.1], [-0.3, -0.2, -0.5], [0.2, 0.4, 0.5], [-0.2, -0.3, 0.3], [1.6, 5.3, -2.3], [-1.1, -3.2, 0.1], [0.2, 0.3, -0.4], [0.2, 0.0, -0.1], [0.0, -0.3, 0.1], [-0.7, -2.4, 2.2], [-0.1, 0.6, -0.1], [0.2, -0.1, 0.1], [0.0, 0.0, 0.0], [0.0, -0.1, 0.1], [-0.1, -0.1, 0.0], [0.1, 0.0, 0.0], [0.0, 0.1, 0.0], [0.0, 0.1, -0.1], [0.0, 0.1, 0.0], [-0.1, -0.1, 0.1], [0.0, 0.0, 0.1], [0.0, 0.0, 0.0], [0.0, 0.0, 0.0], [0.1, 0.0, -0.1], [0.0, 0.0, 0.0], [0.1, -0.2, 0.1], [0.0, 0.1, 0.2], [-0.1, -0.1, -0.1], [0.0, 0.0, 0.0], [0.0, 0.1, -0.1]], "homo_lumo_gap_ev": 8.09, "total_energy_ev": -77376.371, "charge": 0}